1.
Below is a cluster of 4 separate species, C18H38BIN5O2PSi in total in a non-equilibrium geometry, with properties calculated with ωB97M-V/def2-TZVPD.

HOMO level: -0.274 hartree
Total charge: 0
Spin multiplicity: 1

XYZ file:
```
67
C18H38BIN5O2PSi | the OMol25 dataset | ωB97M-V/def2-TZVPD
I 2.622 -0.377 -5.263
P 1.609 -1.122 -1.710
Si 1.648 0.579 -3.150
O 1.117 3.402 -1.068
O 2.493 4.580 -2.802
N 0.187 -1.882 -1.654
N 1.030 0.500 1.464
N -3.254 -3.767 4.067
N 3.272 5.966 -3.347
N 2.164 -4.738 -0.840
C 4.038 8.909 -1.128
C -0.046 0.542 1.943
C -1.688 -1.930 2.340
C -6.483 -2.565 4.742
C -0.118 1.167 -3.578
C -5.732 -3.853 5.090
C 3.841 7.016 -3.443
C -4.344 -3.806 4.517
C -1.418 0.594 2.554
C 0.291 -7.698 -1.059
C -5.811 -1.317 5.304
C -1.716 -0.724 3.273
C 0.476 -6.633 0.024
C 4.558 8.335 -3.554
C 1.422 -5.571 -0.460
C 5.121 8.740 -2.189
C 2.844 1.945 -2.548
C -0.293 -7.135 -2.351
B 2.136 3.341 -2.110
H 5.666 9.683 -2.293
H -1.934 -2.840 2.890
H 1.901 -0.706 -0.363
H -5.724 -1.375 6.394
H -2.414 -1.814 1.529
H -2.703 -0.660 3.742
H 5.369 8.240 -4.281
H -6.259 -4.718 4.677
H -6.564 -2.465 3.655
H -0.373 -8.480 -0.681
H 0.308 -2.880 -1.944
H -0.988 -0.881 4.077
H -4.811 -1.175 4.886
H 0.371 -6.393 -2.804
H 3.650 2.158 -3.359
H -7.502 -2.629 5.136
H -0.483 -6.170 0.276
H 5.839 7.989 -1.846
H -0.434 -7.933 -3.084
H -1.463 1.427 3.261
H 2.630 -2.043 -2.110
H 1.714 4.848 -3.342
H 3.307 9.665 -1.431
H -2.154 0.777 1.767
H -0.423 2.175 -3.128
H -5.669 -3.980 6.174
H -0.228 1.220 -4.723
H -1.264 -6.663 -2.170
H 1.062 2.534 -0.593
H 3.508 7.972 -0.940
H -6.395 -0.427 5.057
H 3.441 1.503 -1.653
H -0.852 0.370 -3.171
H 3.859 9.092 -3.921
H 1.253 -8.172 -1.282
H 4.482 9.226 -0.180
H -0.698 -2.075 1.897
H 0.882 -7.086 0.932
```

Löwdin atomic charge list, values in e, 6 entries: 0.389, 0.514, 0.038, 0.057, -0.050, -0.399

***

2.
Below is a cluster of 3 separate species, C18H38ClNO6PS2 in total in a non-equilibrium geometry, with properties calculated with ωB97M-V/def2-TZVPD.

HOMO level: -0.146 hartree
Total charge: -1
Spin multiplicity: 1

XYZ file:
```
67
C18H38ClNO6PS2 | the OMol25 dataset | ωB97M-V/def2-TZVPD
Cl 0.896 0.795 -3.376
S 1.055 -3.263 4.148
S -1.865 0.763 2.565
P -2.068 -0.378 0.624
O 1.631 7.336 -4.404
O 2.105 7.706 -2.232
O 4.064 -4.937 0.979
O 4.921 -4.786 3.038
O 3.638 -3.116 2.235
O 1.605 5.631 -2.957
N -3.575 3.520 -0.017
C -0.681 -2.699 1.973
C -2.018 -2.067 1.500
C -4.741 0.554 -0.129
C -0.064 -2.079 3.273
C 1.525 6.130 -5.169
C -0.183 -0.282 0.277
C 4.157 -4.175 2.098
C 1.808 6.963 -3.109
C -5.304 1.823 0.625
C -4.995 3.111 -0.198
C 5.007 -6.001 1.124
C -4.002 -0.373 0.885
C 1.269 3.710 -4.428
C 5.078 -6.148 2.620
C 6.367 -6.744 3.141
C 0.965 5.168 -4.158
C -0.478 0.637 -2.150
C 0.039 0.927 -0.714
H 4.657 -6.902 0.623
H 2.220 -3.279 3.396
H 2.525 5.856 -5.516
H 0.451 -0.050 1.146
H 7.229 -6.395 2.568
H 5.954 -5.683 0.677
H 0.130 -1.176 -0.297
H -5.705 3.925 0.081
H -0.953 -0.345 -2.246
H 0.562 3.295 -5.145
H -0.323 1.883 -0.295
H -1.344 1.966 2.139
H -4.148 0.827 -1.017
H 2.277 3.582 -4.832
H -2.516 -2.800 0.830
H -0.113 5.306 -4.029
H 0.081 -2.875 1.191
H -0.937 -3.735 2.303
H -6.401 1.734 0.742
H 6.533 -6.453 4.179
H -5.648 0.007 -0.467
H -1.169 1.457 -2.415
H 0.872 6.272 -6.029
H 4.223 -6.712 3.007
H -2.203 0.908 -0.020
H 1.143 1.046 -0.788
H -4.846 1.946 1.621
H -2.266 -1.066 -0.666
H -0.917 -1.929 3.963
H 6.339 -7.832 3.082
H -3.346 3.431 0.968
H -5.130 2.926 -1.283
H -4.386 -1.414 0.791
H -2.685 -2.009 2.394
H 1.219 3.124 -3.510
H -4.203 -0.075 1.927
H -3.567 4.509 -0.248
H 0.385 -1.090 3.121
```

Löwdin atomic charge list, values in e, 6 entries: 0.509, 0.643, 0.361, 0.325, 0.055, 0.161

***

3.
Below is a structure of composition C18H38CoNOS5SbSi2, with properties calculated with ωB97M-V/def2-TZVPD.

HOMO level (spin up / spin down): -0.141 / -0.168 hartree
Total charge: -1
Spin multiplicity: 3
Relative energy (zero: lowest compared OMol25 entry of this formula, charge and spin): 0.000 eV
<S²>: 2.029

XYZ file:
```
67
C18H38CoNOS5SbSi2 | the OMol25 dataset | ωB97M-V/def2-TZVPD
Sb -1.714 -3.736 1.087
Co -0.185 -0.924 0.728
S 2.074 -3.303 1.076
S -0.761 -2.197 2.585
S -0.949 -5.875 1.173
S -3.425 -0.238 0.717
S -1.070 -2.455 -0.790
Si 0.034 1.444 -1.856
Si 2.605 -0.077 -0.806
O -3.928 -1.199 1.729
N 0.479 0.605 1.803
C -0.425 0.230 -3.219
C 0.774 2.337 3.376
C -5.414 1.232 1.993
C 1.231 3.162 2.351
C -3.977 0.124 -2.024
C 0.889 0.581 -0.456
C 2.735 -3.374 2.745
C 3.597 -0.122 0.800
C 0.392 1.049 3.052
C -4.388 -0.625 -0.772
C 3.351 -4.250 0.233
C 0.970 2.847 -2.736
C -4.182 1.384 1.118
C 0.922 1.371 0.788
C -1.483 2.350 -1.188
C 3.687 1.055 -1.885
C 1.305 2.691 1.053
C 2.527 -1.701 -1.751
H 3.437 -2.291 -1.616
H 3.043 -0.515 1.650
H -2.911 0.000 -2.211
H -6.244 0.794 1.438
H -4.512 -0.282 -2.884
H -5.200 0.577 2.835
H 1.738 2.488 -3.419
H -2.047 2.814 -2.002
H -1.172 3.142 -0.501
H -4.409 1.883 0.174
H -3.399 1.964 1.609
H 1.669 -2.301 -1.444
H 4.318 -3.741 0.239
H 3.750 -2.972 2.789
H -0.754 -0.726 -2.808
H 1.438 3.556 -2.050
H -2.148 1.683 -0.643
H -5.439 -0.492 -0.507
H -0.001 0.344 3.777
H 2.724 -4.397 3.124
H -4.198 1.191 -1.965
H 0.708 2.687 4.396
H -1.221 0.632 -3.853
H 3.458 -5.235 0.691
H 3.651 2.102 -1.574
H 1.657 3.321 0.247
H 2.074 -2.770 3.363
H 3.027 -4.386 -0.798
H 0.237 3.406 -3.328
H 1.532 4.180 2.570
H 4.725 0.719 -1.780
H 0.438 0.041 -3.862
H -4.192 -1.693 -0.875
H 2.429 -1.489 -2.819
H -5.729 2.209 2.364
H 3.928 0.896 1.032
H 3.434 1.007 -2.945
H 4.492 -0.737 0.663
```

Löwdin atomic charge list, values in e, 6 entries: 0.198, -0.069, 0.678, -0.017, -0.296, 0.801

***

4.
Below is a cluster of 2 separate species, C18H38F6IN6OP in total in a non-equilibrium geometry, with properties calculated with ωB97M-V/def2-TZVPD.

HOMO level: -0.366 hartree
Total charge: 0
Spin multiplicity: 1

XYZ file:
```
71
C18H38F6IN6OP | the OMol25 dataset | ωB97M-V/def2-TZVPD
I -0.589 4.490 1.318
P -6.184 -0.573 -3.400
F -5.187 0.739 -3.265
F -5.484 -1.064 -1.977
F -7.040 0.584 -4.165
F -4.907 -1.305 -4.127
F -6.925 -1.643 -4.382
F -7.472 -0.733 -2.411
O 5.031 1.250 2.512
N -1.277 0.357 -0.512
N -2.156 -3.622 1.530
N 0.849 -0.271 0.363
N -2.280 1.110 -0.034
N -0.738 1.162 1.405
N -3.540 1.399 -0.570
C -1.954 1.610 1.143
C 2.047 -0.423 -1.875
C 4.562 -0.976 -1.597
C -2.726 -2.045 -0.282
C -0.307 0.376 0.422
C -2.823 2.475 1.970
C -2.098 3.688 2.636
C -1.509 -0.268 -1.793
C 3.259 -1.265 -2.360
C 1.730 -0.124 1.542
C 4.066 0.257 2.255
C 2.953 0.766 1.300
C 1.319 -1.146 -0.702
C 6.301 0.622 2.648
C -2.433 -1.538 -1.708
C -1.612 -2.932 0.323
C -1.442 3.186 3.961
C 5.168 0.398 -1.914
H -2.843 4.441 2.890
H -3.031 -1.258 0.421
H 2.793 1.823 1.538
H 4.665 1.222 -1.389
H 3.429 -0.938 -3.397
H -1.513 -3.425 2.291
H -3.323 1.896 2.755
H -2.140 2.499 4.448
H 2.327 0.603 -1.621
H -3.488 1.758 -1.520
H 5.126 0.633 -2.984
H 6.266 -0.220 3.355
H 6.219 0.460 -1.611
H -3.634 2.873 1.356
H 1.175 0.158 2.436
H 3.369 0.686 0.296
H -3.371 -1.252 -2.159
H 2.118 -1.137 1.732
H 4.527 -0.610 1.749
H 7.040 1.344 2.999
H 3.013 -2.330 -2.422
H -0.615 -0.516 -2.356
H -2.995 -3.119 1.811
H 6.619 0.212 1.677
H -3.596 -2.711 -0.370
H -0.559 2.603 3.682
H 5.299 -1.725 -1.914
H 3.607 -0.158 3.171
H -2.064 0.434 -2.422
H 2.063 -1.838 -0.292
H 0.520 -1.793 -1.077
H -1.209 4.056 4.576
H -4.106 0.549 -0.547
H -1.981 -2.337 -2.304
H 1.396 -0.343 -2.757
H 4.405 -1.108 -0.518
H -1.339 -3.656 -0.451
H -0.775 -2.317 0.673
```

Löwdin atomic charge list, values in e, 6 entries: 0.850, 0.318, -0.223, -0.229, -0.186, -0.202

***

5.
Below is a cluster of 5 separate species, C18H38FIN4O7 in total in a non-equilibrium geometry, with properties calculated with ωB97M-V/def2-TZVPD.

HOMO level: -0.336 hartree
Total charge: 0
Spin multiplicity: 1

XYZ file:
```
69
C18H38FIN4O7 | the OMol25 dataset | ωB97M-V/def2-TZVPD
I 0.169 0.281 -3.767
F -5.663 -2.856 -5.202
O -4.607 -4.869 -4.879
O -0.174 -3.243 -2.975
O -2.128 -1.346 -2.905
O 5.020 4.475 4.739
O -5.658 -2.624 0.255
O 3.585 3.396 -1.317
O 0.703 1.889 2.951
N 5.811 5.250 2.793
N 2.395 1.753 -0.368
N -6.846 -4.269 1.203
N 1.402 3.902 3.641
C 5.360 4.240 3.585
C 3.566 2.274 -0.822
C -4.712 -3.666 -4.518
C -1.311 -1.341 -4.091
C 5.297 2.855 3.000
C -3.529 -1.612 -3.215
C 2.164 0.461 0.242
C -0.445 -2.709 -4.294
C 4.810 1.437 -0.696
C -4.430 -4.582 0.875
C -3.798 -3.194 -3.298
C -7.075 -5.561 1.812
C 1.393 5.344 3.754
C 6.255 5.181 1.417
C 0.552 3.106 2.938
C -0.223 -4.690 -2.951
C -0.555 3.766 2.161
C -5.675 -3.746 0.749
H 6.295 2.528 2.701
H -1.212 4.317 2.837
H 0.002 -5.190 -3.954
H -7.635 -3.649 1.083
H 5.010 1.218 0.355
H -4.132 -1.173 -2.340
H 3.075 -0.129 0.324
H -6.161 -6.147 1.893
H 6.201 4.172 1.015
H 5.823 6.148 3.257
H -7.493 -5.401 2.808
H 1.287 5.600 4.810
H -4.227 -3.535 -2.277
H 0.593 -5.038 -2.205
H -7.801 -6.103 1.203
H -1.235 -5.087 -2.567
H -4.229 -4.800 1.926
H 1.435 -0.077 -0.369
H -1.146 3.001 1.655
H -2.803 -3.776 -3.400
H 1.607 2.374 -0.489
H -3.853 -1.031 -4.164
H 5.626 5.844 0.820
H 7.288 5.536 1.373
H -4.540 -5.509 0.309
H -0.138 4.435 1.406
H 0.546 -2.382 -4.781
H 4.619 2.840 2.144
H 0.586 5.801 3.186
H 4.918 2.162 3.752
H 4.699 0.510 -1.263
H 1.745 0.626 1.236
H -1.067 -3.413 -4.960
H -3.581 -4.029 0.471
H 2.117 3.386 4.136
H -1.882 -1.037 -5.034
H 5.660 1.988 -1.101
H 2.352 5.718 3.390
```

Löwdin atomic charge list, values in e, 6 entries: 0.780, 0.029, 0.061, -0.234, -0.252, 0.012

***

6.
Below is a structure of composition C18H38INO2Ta in a non-equilibrium geometry, with properties calculated with ωB97M-V/def2-TZVPD.

HOMO level: -0.180 hartree
Total charge: -1
Spin multiplicity: 1
Relative energy (zero: lowest compared OMol25 entry of this formula, charge and spin): 4.126 eV

XYZ file:
```
61
C18H38INO2Ta | the OMol25 dataset | ωB97M-V/def2-TZVPD
Ta -0.955 0.508 0.619
I -0.285 -0.455 4.145
O 4.610 0.741 -1.474
O -1.275 4.103 -0.766
N -2.784 0.142 -2.059
C -1.665 3.582 1.779
C 0.254 -1.183 -0.438
C 1.244 -2.029 0.558
C -4.021 -0.514 -2.680
C 3.702 -2.007 -2.530
C 1.988 1.899 2.463
C -3.108 -1.066 2.665
C 3.209 0.647 -2.003
C -1.502 -0.961 2.355
C 0.891 1.156 1.936
C 2.763 -2.286 -0.059
C -2.831 -0.252 -0.599
C -0.671 4.087 0.575
C -2.343 2.108 1.551
C 2.708 -2.916 -1.595
C 4.612 1.408 -0.151
C -3.576 -2.618 2.323
C 3.037 -0.596 -3.060
H 1.911 -0.847 -3.335
H 2.750 2.353 3.246
H -4.692 -2.652 1.951
H 3.280 -3.048 0.700
H -3.245 -0.832 3.822
H 3.938 0.870 0.655
H 0.385 3.532 0.564
H -3.434 -3.243 3.303
H 3.429 -1.300 0.004
H -2.994 1.183 -2.097
H -1.128 -2.032 2.029
H -3.777 0.266 -0.088
H 4.729 -1.858 -1.952
H -3.782 -0.312 2.075
H 3.158 -4.017 -1.499
H -4.986 0.071 -2.330
H -3.334 2.209 0.923
H -2.669 1.707 2.619
H -0.437 1.632 -0.776
H -4.034 -1.632 -2.264
H -0.402 5.223 0.827
H -2.931 -3.119 1.462
H 3.973 -2.631 -3.499
H -2.119 3.566 -0.817
H -0.536 -1.965 -0.873
H 2.848 1.664 -2.495
H 5.727 1.334 0.269
H 4.297 2.542 -0.189
H -2.568 4.362 1.807
H 2.535 0.522 -1.027
H 0.772 -3.119 0.679
H -3.914 -0.510 -3.846
H -1.154 3.656 2.833
H 0.793 -0.736 -1.397
H 1.288 -1.601 1.670
H -2.860 -1.421 -0.417
H 1.619 -3.044 -2.011
H 3.561 -0.268 -4.080
```

Löwdin atomic charge list, values in e, 6 entries: 1.659, 0.666, -0.281, -0.190, -0.234, -0.285